Entry 1:
The following is a quantum chemistry calculation of a cluster of 8 separate species, C28H50O15S in total in a non-equilibrium geometry, from the Open Molecules 2025 dataset.

## Properties
total charge	+1
multiplicity	2
HOMO energy (alpha / beta)	-11.73 / -11.73	eV
Kohn-Sham gap (alpha / beta)	5.853 / 2.501	eV

Cartesian coordinates (Å):
1 C 9.48826 -5.04571 6.72964
2 C 10.75472 -5.52709 7.43435
3 C 10.47814 -6.73302 8.26565
4 O 11.63257 -7.48294 8.07483
5 C 12.27829 -6.99748 7.00981
6 O 13.35344 -7.38363 6.56176
7 O 11.66370 -5.95126 6.49978
8 H 9.60086 -4.02405 6.36682
9 H 8.69969 -4.99738 7.48059
10 H 9.35693 -5.65377 5.83460
11 H 11.20417 -4.71882 8.01125
12 H 9.55725 -7.25887 8.01361
13 H 10.31602 -6.41863 9.29666
14 C 10.76443 1.90388 6.90127
15 C 10.96022 2.40370 8.34079
16 C 11.69598 1.51722 9.36416
17 O 12.83821 2.23580 9.83767
18 C 12.84173 3.39022 9.17550
19 O 13.67740 4.26001 9.32237
20 O 11.79040 3.50454 8.28932
21 H 10.20823 0.96847 6.83996
22 H 11.75355 1.90134 6.44332
23 H 10.30449 2.64271 6.24500
24 H 10.02422 2.66953 8.83204
25 H 11.99852 0.68036 8.73469
26 H 10.94174 1.30076 10.12072
27 C 6.17107 -0.86565 12.20367
28 C 6.51599 -2.33973 12.51418
29 C 5.25222 -3.18816 12.79465
30 O 5.45445 -4.34526 12.02237
31 C 6.45247 -4.21796 11.26433
32 O 6.80935 -5.03094 10.41464
33 O 7.05508 -3.03445 11.39225
34 H 5.82929 -0.32667 13.08730
35 H 5.29894 -0.74908 11.56032
36 H 7.03073 -0.40998 11.71231
37 H 7.16553 -2.44825 13.38275
38 H 4.29519 -2.69538 12.62322
39 H 5.20124 -3.40552 13.86154
40 C 12.48426 -1.68682 10.80546
41 C 11.31780 -1.50654 11.73294
42 O 11.21403 -0.52350 12.43324
43 C 10.28185 -2.65458 11.88210
44 H 13.07657 -2.56905 11.04823
45 H 13.08000 -0.79521 11.00103
46 H 12.07415 -1.70392 9.79570
47 H 9.90866 -2.94516 10.90007
48 H 9.46249 -2.23339 12.46463
49 H 10.70616 -3.47406 12.46220
50 C 9.72684 -0.73948 4.86847
51 C 11.02799 -0.09056 4.46474
52 O 12.06340 -0.32610 5.13619
53 C 11.15290 0.82698 3.28545
54 H 9.72894 -1.21494 5.84930
55 H 9.30551 -1.38971 4.10181
56 H 9.01623 0.08358 4.94411
57 H 10.23063 1.40377 3.21587
58 H 11.32917 0.35814 2.31734
59 H 11.96292 1.53837 3.44639
60 C 8.24941 -2.23156 8.23634
61 C 8.15865 -0.77703 8.64417
62 O 9.13188 -0.17847 9.09329
63 C 6.87979 -0.02523 8.30770
64 H 9.13401 -2.75265 8.60245
65 H 8.06776 -2.36413 7.16979
66 H 7.48875 -2.77083 8.80087
67 H 6.05002 -0.53382 8.79856
68 H 6.62735 0.07336 7.25192
69 H 6.98438 1.00451 8.64945
70 C 6.94139 3.33303 10.57228
71 C 5.48844 3.12219 10.98387
72 O 5.07138 3.54737 12.04864
73 C 4.62381 2.46437 9.97255
74 H 7.42412 2.37038 10.74077
75 H 7.41934 4.12742 11.14550
76 H 6.98002 3.53784 9.50239
77 H 5.09902 1.51438 9.72800
78 H 4.59873 3.11408 9.09771
79 H 3.60998 2.35946 10.35889
80 C 5.07632 4.06163 6.65808
81 C 5.91140 2.76962 6.61526
82 C 6.22660 2.47652 5.12465
83 S 6.71257 4.08372 4.30829
84 O 6.10420 4.15489 2.98895
85 O 8.17674 4.25523 4.40792
86 C 5.85102 5.07386 5.68541
87 H 4.82275 4.47070 7.63607
88 H 4.11823 3.77973 6.22138
89 H 5.29947 2.03317 7.13611
90 H 6.83955 2.84085 7.18233
91 H 5.32505 2.10493 4.63761
92 H 7.01556 1.78997 4.81759
93 H 5.29951 5.92943 5.29563
94 H 6.67684 5.53096 6.23057

Force components x, y, z for each atom (eV/Å):
C 0.8 0.8 0.2
C -2.5 1.8 -0.2
C -1.2 0.6 1.2
O 0.7 -1.0 0.2
C 4.6 -1.7 -1.4
O -2.7 0.3 1.3
O 0.4 0.4 -1.3
H 0.2 0.1 0.0
H -0.4 -0.4 -0.4
H -0.6 -0.3 0.4
H 0.1 0.1 0.3
H 0.2 -0.3 -0.5
H 0.5 -0.3 0.2
C 0.4 0.6 0.1
C -0.7 -0.2 0.5
C -0.9 -1.0 -1.3
O -1.4 -0.4 -0.6
C 2.0 3.0 -0.1
O -1.8 -1.8 -0.4
O 1.5 1.5 0.4
H 0.2 -0.1 0.2
H 0.3 -0.8 0.2
H -0.7 0.3 0.5
H -0.3 0.3 -0.5
H 0.4 -0.7 0.9
H 0.9 -0.5 0.4
C 0.1 -0.7 -0.2
C -1.8 0.6 0.2
C 0.1 1.1 1.6
O -3.0 -0.9 2.1
C 2.9 -1.7 -4.6
O -0.4 1.4 1.5
O 0.8 1.0 0.1
H 0.7 0.0 0.3
H 0.1 -0.5 -0.5
H 0.0 0.3 0.3
H 0.4 0.2 -0.3
H 0.1 -0.1 -0.9
H 0.2 -0.6 -0.1
C -0.2 0.7 0.5
C -0.6 -0.9 1.2
O -0.1 -0.1 -0.5
C 0.3 1.4 0.0
H -0.2 -0.1 -0.2
H 0.3 -0.1 -0.5
H 0.4 -0.2 -0.2
H 0.1 -0.4 0.1
H 0.0 -0.1 -0.1
H 0.1 -0.2 -0.3
C -0.4 0.4 0.5
C 1.8 -1.2 0.8
O -2.3 0.4 -1.4
C 0.1 1.1 0.2
H 0.5 -0.2 -0.2
H 0.5 -0.1 -0.3
H 0.0 0.3 -0.1
H -0.2 -0.1 0.0
H 0.0 -0.6 0.2
H 0.1 -0.1 0.1
C -0.5 -0.1 1.2
C 1.4 0.6 -1.0
O -1.0 -0.6 -0.2
C 0.2 0.1 0.6
H 0.4 0.5 -0.4
H 0.0 -0.1 0.1
H -0.6 -0.1 -0.3
H -0.2 0.1 0.0
H 0.3 -0.6 -0.2
H 0.0 -0.2 0.3
C -0.6 -0.3 0.0
C 0.3 1.7 1.4
O 0.3 -0.7 -1.0
C -0.4 -0.1 0.2
H 0.4 0.0 0.0
H -0.1 -0.2 0.0
H 0.2 0.1 -0.1
H -0.3 -0.1 -0.3
H 0.0 -0.2 -0.1
H 0.1 -0.2 -0.1
C 0.8 0.5 -2.4
C 0.4 0.2 0.1
C -0.4 0.4 -0.2
S -0.1 -0.4 1.0
O 0.3 0.2 1.3
O -1.9 -0.3 0.2
C 0.1 -0.2 0.5
H 0.6 0.1 -0.1
H -0.1 0.3 -0.2
H 0.2 -0.5 -0.5
H 0.1 0.3 0.0
H -0.1 0.3 -0.2
H 0.2 -0.1 0.6
H -0.3 -0.4 -0.3
H 0.2 -0.2 0.0

Entry 2:
The following is a quantum chemistry calculation of a cluster of 6 separate species, C28H51N2O19 in total in a non-equilibrium geometry, from the Open Molecules 2025 dataset.

## Properties
total charge	0
multiplicity	2
HOMO energy (alpha / beta)	-9.36 / -10.40	eV
Kohn-Sham gap (alpha / beta)	9.354 / 9.664	eV

Cartesian coordinates (Å):
1 C 5.11956 -2.79537 3.58753
2 C 3.90430 -2.56617 2.46876
3 C 4.47465 -3.31051 1.08262
4 C 2.51122 -3.34143 2.83807
5 C 1.50240 -2.46152 3.76761
6 C 0.02313 -2.46985 2.98502
7 C -0.00117 -1.58327 1.61043
8 C -1.15568 -2.28530 0.62397
9 O -2.46776 -2.06124 0.72667
10 O -0.61877 -3.24572 -0.39607
11 O 1.20047 -3.08422 5.09946
12 C 2.43908 -3.40357 5.82417
13 N 3.40770 -3.39129 6.71811
14 C 1.91919 -0.91681 4.05081
15 C 3.09354 -0.26671 3.14880
16 C 4.20754 0.42389 4.18787
17 C 2.44147 1.03657 2.32697
18 N 3.78347 -1.11056 2.13978
19 O 3.47577 -0.85005 0.86465
20 H 5.58504 -3.86670 3.50049
21 H 4.81209 -2.47944 4.67270
22 H 5.98242 -2.04217 3.25012
23 H 3.56544 -3.44074 0.32946
24 H 4.76896 -4.40875 1.42389
25 H 5.39491 -2.75940 0.61599
26 H 2.75102 -4.43240 3.25973
27 H 1.96069 -3.54979 1.79945
28 H -0.14391 -3.60400 2.67524
29 H -0.86425 -2.21587 3.73755
30 H 0.98922 -1.61620 0.98856
31 H -0.36770 -0.49417 1.86786
32 H -0.11917 -2.66901 -1.06492
33 H 2.19829 -0.70450 5.19267
34 H 0.93808 -0.25979 3.87288
35 H 4.53591 -0.34471 5.01880
36 H 5.15387 0.65866 3.50325
37 H 3.78602 1.43688 4.63111
38 H 3.27346 1.67361 1.78221
39 H 1.98153 1.72583 3.18552
40 H 1.54142 0.74044 1.64067
41 C 1.35318 2.66020 -4.35893
42 O 2.65692 2.26239 -3.93911
43 C 2.72581 1.84891 -2.64843
44 O 1.79378 1.79684 -1.86127
45 O 4.01139 1.50338 -2.38546
46 C 4.23518 1.04529 -1.05348
47 H 1.41534 2.97120 -5.40542
48 H 0.65272 1.82150 -4.29007
49 H 0.99985 3.51092 -3.76732
50 H 3.64999 0.14211 -0.85239
51 H 3.99715 1.83146 -0.32969
52 H 5.29554 0.79699 -0.95506
53 C -3.31994 -3.23944 3.73680
54 O -3.78779 -2.97098 5.05714
55 C -4.46936 -3.99668 5.62718
56 O -4.69788 -5.07997 5.11214
57 O -4.85251 -3.60815 6.86956
58 C -5.58523 -4.59494 7.59309
59 H -2.78998 -2.35234 3.37914
60 H -2.61975 -4.08118 3.73900
61 H -4.15957 -3.43440 3.06183
62 H -4.97573 -5.49086 7.74946
63 H -6.51548 -4.84406 7.07235
64 H -5.83994 -4.17733 8.57106
65 C 4.51652 4.63308 -7.23465
66 O 4.20687 5.68067 -8.15167
67 C 2.87827 5.89008 -8.33200
68 O 1.97484 5.27328 -7.78944
69 O 2.72915 6.90472 -9.22056
70 C 1.37262 7.23756 -9.50895
71 H 5.60505 4.55350 -7.16749
72 H 4.12613 4.86430 -6.23819
73 H 4.12287 3.67670 -7.59374
74 H 0.85649 7.57286 -8.60352
75 H 0.85327 6.38534 -9.95904
76 H 1.37220 8.06002 -10.22955
77 C -0.91646 3.93116 -7.74486
78 O -0.97135 2.52184 -7.53260
79 C -2.22261 1.99863 -7.57922
80 O -3.25340 2.62148 -7.78060
81 O -2.12813 0.66238 -7.36300
82 C -3.37747 -0.02524 -7.38402
83 H 0.13049 4.24125 -7.68612
84 H -1.29592 4.18684 -8.73957
85 H -1.47658 4.46082 -6.96750
86 H -3.85537 0.07225 -8.36418
87 H -4.03597 0.34618 -6.59218
88 H -3.18294 -1.08547 -7.20023
89 C -8.39453 0.92346 2.10348
90 O -7.09079 0.52564 2.52330
91 C -7.02190 0.11217 3.81398
92 O -7.95393 0.06010 4.60114
93 O -5.73632 -0.23336 4.07695
94 C -5.51254 -0.69145 5.40893
95 H -8.33238 1.23446 1.05699
96 H -9.09499 0.08475 2.17234
97 H -8.74786 1.77418 2.69509
98 H -6.09772 -1.59463 5.61002
99 H -5.75056 0.09472 6.13272
100 H -4.45217 -0.93975 5.50736

Force components x, y, z for each atom (eV/Å):
C 0.4 1.4 -0.7
C 2.2 -2.5 -0.8
C -0.9 -0.8 0.8
C 0.0 0.1 -0.7
C -0.9 0.7 -1.4
C 0.2 -1.5 0.4
C -1.4 -0.5 -0.4
C -5.1 0.9 0.0
O 8.7 -1.7 -0.6
O -0.6 3.5 1.3
O 4.6 -1.2 1.2
C 4.0 1.9 5.8
N -8.7 -0.4 -8.3
C -0.6 0.6 0.4
C -0.3 3.5 0.7
C 0.5 -0.4 -1.1
C -0.2 0.4 1.4
N -2.3 -0.9 -1.2
O 0.7 -0.8 3.0
H -1.3 2.0 0.4
H 0.6 -1.0 -2.1
H -1.8 -1.6 0.7
H 2.2 0.5 1.4
H -0.4 2.3 -0.8
H -1.9 -1.1 0.9
H -0.5 2.6 -0.6
H 1.1 0.6 2.3
H 0.3 2.3 0.7
H 2.2 -0.2 -1.7
H -1.7 0.2 1.5
H 0.8 -2.2 -0.8
H -0.8 -1.1 1.4
H -0.6 -1.0 -2.5
H 2.1 -1.5 0.4
H -0.7 1.7 -1.6
H -2.0 -0.3 1.6
H 0.8 -2.3 -0.8
H -1.9 -1.5 1.0
H 1.0 -1.4 -1.8
H 2.1 0.5 1.1
C -0.5 0.2 -0.3
O 0.3 -0.4 1.0
C -0.1 -0.1 0.3
O 1.2 0.1 -1.1
O -1.0 0.5 -0.6
C 0.0 -0.3 0.3
H 0.3 -0.1 0.2
H 0.1 0.2 0.1
H 0.0 -0.3 0.0
H 0.1 0.6 -0.2
H -0.1 -0.2 -0.2
H -0.2 0.1 -0.3
C 0.1 -0.1 -0.6
O -0.4 -1.1 0.7
C 0.0 -0.6 -0.3
O 0.3 1.7 0.8
O 0.4 -0.1 -1.0
C -0.3 -0.4 0.3
H -0.4 -0.1 0.3
H -0.3 0.0 0.0
H 0.2 -0.1 0.1
H -0.2 0.1 -0.2
H 0.3 -0.1 0.0
H 0.2 0.2 -0.3
C 0.2 -0.4 0.4
O -1.2 0.4 -0.3
C 0.0 -0.1 0.1
O 1.3 0.9 -0.7
O 0.3 -0.9 0.8
C -0.5 0.2 -0.1
H -0.2 0.2 -0.2
H -0.1 -0.1 -0.2
H -0.1 0.2 0.2
H 0.1 -0.2 -0.1
H 0.1 0.1 0.2
H 0.3 -0.2 0.2
C 0.2 0.6 0.0
O -1.0 -0.7 0.0
C -0.3 0.3 -0.1
O 1.5 -0.9 0.3
O 0.1 1.0 -0.1
C -0.4 -0.3 0.0
H -0.3 -0.4 0.0
H -0.1 0.0 0.2
H -0.1 -0.1 -0.2
H 0.0 0.1 0.2
H 0.1 0.0 -0.3
H 0.3 0.3 0.0
C -0.4 0.1 -0.2
O 0.2 -0.3 0.9
C -0.2 -0.1 0.3
O 1.3 0.1 -1.1
O -1.0 0.4 -0.5
C 0.2 0.0 0.6
H 0.3 -0.1 0.2
H 0.1 0.2 0.1
H 0.0 -0.3 0.0
H 0.0 0.3 0.0
H -0.2 -0.2 -0.1
H -0.4 0.2 -0.3

Q: Among the records above, which one has the highest total charge?
A: C28H50O15S

Q: Among the records above, which one has the lowest total charge?
A: C28H51N2O19

Q: The highest total charge belongs to which entry?
A: C28H50O15S